59
Properties=species:S:1:pos:R:3:forces:R:3:mulliken_charge:R:1 method="wB97M-V/def2-TZVPD" total_energy_ha=-4620.84395 e_homo_ev=-7.89 total_charge=+1 gap_ev=2.12 de_lowest_kj_mol=472.1
Zn 2.20701 1.83167 -0.20982 1.9 -0.1 0.9 0.057
N -1.75402 3.03822 -0.87577 -2.3 -1.4 -1.3 -0.032
H -1.36993 2.10421 -0.89005 0.5 -1.1 -0.7 0.061
H -1.12142 3.51274 -0.24748 1.0 2.9 1.7 0.312
H -2.66149 2.89462 -0.45626 -0.1 0.6 0.6 0.328
H -1.98449 3.39577 -1.79182 0.7 0.6 -0.2 0.372
N -0.75015 0.73628 3.57237 0.1 -2.5 1.4 -0.069
H -0.84035 0.22960 2.70333 0.0 0.2 -1.2 -0.005
H -1.51173 0.43931 4.16559 -0.2 0.5 0.5 0.409
H -0.64438 1.72734 3.40894 0.4 2.7 -0.6 0.396
H 0.09005 0.34844 3.97703 0.6 0.3 0.5 0.434
N -1.39350 -2.89242 1.80819 -0.4 0.7 0.2 -0.099
H -1.23335 -2.10776 1.19277 0.1 0.6 -1.3 -0.152
H -1.45483 -3.74811 1.27513 0.6 -0.6 0.0 0.376
H -2.26519 -2.69923 2.28034 -0.2 -0.3 0.4 0.368
H -0.61368 -2.74638 2.43321 0.6 -1.1 0.5 0.433
N -3.77217 0.25944 1.41452 -1.4 0.1 0.8 -0.149
H -3.93982 0.04911 2.38805 -0.1 0.2 0.4 0.414
H -4.05334 1.21007 1.22133 -0.3 0.3 0.0 0.350
H -4.31354 -0.37633 0.84634 -0.3 0.0 -0.7 0.336
H -2.79603 0.12747 1.19129 1.7 -0.2 -0.4 0.097
N -0.51783 0.91940 -3.68777 -0.1 1.0 -0.6 -0.206
H -0.68679 0.26797 -4.44089 0.0 -0.3 -0.3 0.403
H -1.09513 1.74667 -3.73733 -0.5 0.1 -0.7 0.374
H 0.42696 1.27146 -3.74712 0.9 -0.5 0.1 0.365
H -0.71203 0.52510 -2.77843 0.5 -0.9 1.0 0.067
S 4.60018 -0.10020 -1.44874 7.3 -5.3 -4.3 1.333
O 3.38626 0.52334 -0.98719 -5.6 3.2 1.8 -0.353
O 4.40287 -0.77212 -2.74167 -2.2 1.2 -0.7 -0.817
O 5.74082 0.74507 -1.49541 0.5 3.6 -0.1 -0.753
O 5.02128 -1.19607 -0.59690 -1.7 -1.6 3.8 -0.918
S 0.32096 3.92042 1.69831 5.1 3.4 0.8 1.278
O -0.71500 4.52935 0.89400 -2.2 -0.1 -1.1 -0.868
O 1.05727 2.98893 0.78403 -0.3 -1.4 -1.5 -0.191
O 1.29025 4.87250 2.18680 -0.3 0.4 -0.5 -0.692
O -0.14672 3.21235 2.85815 -2.5 -3.1 1.8 -0.957
S -0.36321 -0.22883 -0.04328 6.4 0.4 -1.2 1.036
O -1.18475 -0.22058 1.19242 -1.3 -0.6 0.4 -0.994
O 0.93671 0.43984 0.14386 -2.0 -1.4 1.6 0.601
O 0.00768 -1.58373 -0.45735 -2.9 -0.3 1.9 -1.227
O -0.97796 0.56114 -1.07903 -3.1 0.2 -1.7 -0.753
O 1.33871 -1.23933 -2.60810 -0.8 0.7 -1.0 -0.733
H 2.13489 -0.94022 -2.16895 1.1 0.2 -0.2 0.344
H 0.74282 -1.46835 -1.89486 0.5 -0.4 -0.3 0.384
O -4.05150 -0.73984 -1.03651 -0.1 0.1 0.4 -0.644
H -3.59085 -0.61626 -1.86643 0.1 0.0 -0.3 0.266
H -4.03915 -1.68625 -0.89377 -0.1 -0.5 -0.4 0.317
O 2.58236 -1.96558 0.71255 -1.5 -0.4 1.0 -0.726
H 3.47872 -1.67737 0.54024 1.6 0.1 -0.8 0.365
H 2.03465 -1.24402 0.40334 0.3 0.4 -0.1 0.263
O 1.86868 -4.00496 -1.06527 -0.7 -0.9 0.0 -0.676
H 1.85360 -3.27403 -0.44742 0.6 0.4 0.4 0.328
H 2.53188 -3.76008 -1.71059 0.3 0.2 -0.3 0.354
O 3.16930 1.28262 1.65147 -0.1 0.1 0.3 -0.341
H 3.86617 0.62687 1.67577 0.6 -0.4 -0.5 0.305
H 2.82203 1.29694 2.54333 -0.2 0.4 0.1 0.250
O -0.58576 -3.47904 -2.28542 -1.6 -0.1 -0.4 -0.636
H -0.69804 -2.74627 -1.67989 0.3 -0.1 0.0 0.282
H -0.07394 -4.12089 -1.79316 0.9 -0.1 0.0 0.333